a) A cluster of 2 separate species, C5H14 in total, computed with ωB97M-V/def2-TZVPD.

Summary:
Structure (SMILES) ... CCC.CC
Highest occupied orbital energy ... -10.938 eV
Charge ... 0
Frontier orbital gap ... 12.004 eV

Last column: Mulliken charge in e.
Geometry (Å):
C (0.58, -0.86, 1.79)  -1.006
C (1.89, -0.13, 1.95)  -0.132
C (2.35, 0.33, 0.55)  -1.047
H (0.20, -1.16, 2.77)  0.323
H (-0.12, -0.37, 1.08)  0.099
H (0.50, -1.76, 1.17)  0.357
H (2.61, -0.79, 2.44)  0.303
H (1.71, 0.79, 2.52)  0.227
H (2.41, -0.49, -0.17)  0.323
H (3.30, 0.83, 0.78)  0.305
H (1.61, 1.00, 0.13)  0.250
C (-2.57, 0.39, -2.48)  -1.031
C (-1.64, 0.19, -1.25)  -0.750
H (-2.31, -0.06, -3.44)  0.317
H (-3.51, -0.15, -2.37)  0.297
H (-2.80, 1.46, -2.56)  0.273
H (-1.87, 0.98, -0.53)  0.316
H (-0.67, 0.63, -1.49)  0.267
H (-1.67, -0.82, -0.90)  0.309

b) A cluster of 2 separate species, C5H14 in total, computed with ωB97M-V/def2-TZVPD.

Summary:
Structure (SMILES) ... CCC.CC
Highest occupied orbital energy ... -10.985 eV
Charge ... 0
Frontier orbital gap ... 12.067 eV

Last column: Mulliken charge in e.
Geometry (Å):
C (1.27, 0.60, 2.00)  -1.150
C (0.79, 1.07, 0.63)  0.330
C (0.01, 2.38, 0.67)  -1.101
H (1.67, 1.46, 2.53)  0.389
H (2.04, -0.17, 1.89)  0.323
H (0.45, 0.16, 2.56)  0.295
H (1.62, 1.10, -0.09)  0.297
H (0.18, 0.32, 0.12)  -0.336
H (0.23, 3.04, -0.18)  0.297
H (-1.06, 2.25, 0.51)  0.300
H (0.23, 2.97, 1.56)  0.296
C (-0.77, -2.13, -2.33)  -0.885
C (-1.25, -1.82, -0.92)  -0.475
H (0.25, -2.50, -2.28)  0.267
H (-1.37, -2.90, -2.81)  0.310
H (-0.76, -1.27, -3.00)  0.278
H (-1.49, -2.75, -0.41)  0.312
H (-0.54, -1.27, -0.30)  -0.007
H (-2.15, -1.20, -0.93)  0.260

c) A cluster of 2 separate species, C5H14 in total, computed with ωB97M-V/def2-TZVPD.

Summary:
Structure (SMILES) ... CCC.CC
Highest occupied orbital energy ... -10.225 eV
Charge ... 0
Frontier orbital gap ... 11.302 eV

Last column: Mulliken charge in e.
Geometry (Å):
C (0.11, -3.00, 1.12)  -0.926
C (0.33, -1.99, 0.00)  -0.061
C (1.03, -0.74, 0.37)  -1.204
H (-0.84, -3.65, 0.84)  0.279
H (1.06, -3.57, 1.29)  0.279
H (0.01, -2.28, 2.10)  0.221
H (0.79, -2.45, -0.94)  0.285
H (-0.65, -1.68, -0.60)  0.201
H (0.53, -0.12, 1.14)  0.278
H (1.80, -1.28, 1.11)  0.295
H (1.27, -0.10, -0.44)  0.356
C (-1.26, 2.32, -1.06)  -0.695
C (-0.18, 3.19, -0.43)  -0.836
H (-1.41, 1.36, -0.41)  0.115
H (-2.26, 2.70, -1.26)  0.348
H (-0.91, 2.07, -1.99)  0.279
H (0.10, 3.04, 0.67)  0.253
H (-0.48, 4.20, -0.36)  0.337
H (0.74, 3.08, -1.19)  0.198

Least stable structure: c)

a) A cluster of 2 separate species, C5H14 in total, computed with ωB97M-V/def2-TZVPD.

Summary:
Structure (SMILES) ... CCC.CC
Highest occupied orbital energy ... -10.570 eV
Charge ... 0
Frontier orbital gap ... 11.690 eV

Last column: Mulliken charge in e.
Geometry (Å):
C (-1.76, 1.91, -1.63)  -1.136
C (-1.34, 1.50, -0.14)  -0.240
C (-0.11, 0.87, 0.08)  -0.457
H (-2.70, 2.54, -1.63)  0.308
H (-1.97, 1.01, -2.25)  0.307
H (-1.02, 2.47, -2.27)  0.326
H (-1.47, 2.62, 0.44)  0.207
H (-2.25, 0.87, 0.28)  0.198
H (0.49, 1.47, 0.72)  0.336
H (-0.36, -0.23, 0.43)  -0.254
H (0.48, 0.71, -0.87)  0.303
C (2.15, -1.77, 1.33)  -0.728
C (0.97, -2.35, 0.37)  -0.893
H (2.53, -2.67, 1.85)  0.324
H (2.93, -1.25, 0.71)  0.207
H (1.77, -1.04, 2.11)  0.244
H (1.02, -3.39, 0.42)  0.352
H (1.00, -2.22, -0.71)  0.308
H (0.11, -1.86, 0.76)  0.288

b) A cluster of 2 separate species, C5H14 in total, computed with ωB97M-V/def2-TZVPD.

Summary:
Structure (SMILES) ... CCC.CC
Highest occupied orbital energy ... -11.095 eV
Charge ... 0
Frontier orbital gap ... 12.204 eV

Last column: Mulliken charge in e.
Geometry (Å):
C (-0.05, -0.24, -1.87)  -1.099
C (0.59, 0.92, -1.11)  -0.110
C (1.37, 1.94, -1.92)  -1.086
H (0.36, -0.35, -2.88)  0.433
H (-1.13, -0.10, -1.98)  0.240
H (0.08, -1.18, -1.33)  0.242
H (-0.21, 1.43, -0.56)  0.284
H (1.21, 0.55, -0.31)  0.268
H (0.96, 2.95, -1.85)  0.265
H (2.43, 2.09, -1.65)  0.273
H (1.36, 1.73, -2.99)  0.292
C (-1.30, -1.91, 2.47)  -0.885
C (-0.56, -0.57, 2.31)  -0.452
H (-0.95, -2.68, 1.79)  0.294
H (-1.19, -2.27, 3.50)  0.274
H (-2.36, -1.74, 2.32)  0.267
H (-1.13, 0.23, 2.79)  0.284
H (-0.50, -0.29, 1.26)  -0.089
H (0.46, -0.61, 2.70)  0.306

c) A cluster of 2 separate species, C5H14 in total, computed with ωB97M-V/def2-TZVPD.

Summary:
Structure (SMILES) ... CCC.CC
Highest occupied orbital energy ... -10.755 eV
Charge ... 0
Frontier orbital gap ... 11.859 eV

Last column: Mulliken charge in e.
Geometry (Å):
C (-1.19, 0.88, 0.98)  -1.084
C (-1.51, -0.51, 0.51)  -0.131
C (-1.78, -1.54, 1.66)  -1.096
H (-2.13, 1.29, 1.40)  0.353
H (-0.95, 1.44, 0.14)  0.301
H (-0.32, 0.88, 1.80)  0.255
H (-2.21, -0.66, -0.31)  0.365
H (-0.67, -0.81, -0.13)  0.127
H (-1.52, -2.55, 1.35)  0.346
H (-1.31, -1.24, 2.56)  0.331
H (-2.92, -1.58, 1.99)  0.229
C (2.22, 0.73, -0.71)  -0.732
C (1.96, 0.31, -2.18)  -0.849
H (3.10, 1.22, -0.59)  0.416
H (1.46, 1.58, -0.69)  0.116
H (2.03, 0.06, 0.13)  0.248
H (2.25, 1.06, -2.92)  0.315
H (0.91, 0.07, -2.43)  0.253
H (2.58, -0.62, -2.56)  0.236

d) A cluster of 2 separate species, C5H14 in total, computed with ωB97M-V/def2-TZVPD.

Summary:
Structure (SMILES) ... CCC.CC
Highest occupied orbital energy ... -11.103 eV
Charge ... 0
Frontier orbital gap ... 12.252 eV

Last column: Mulliken charge in e.
Geometry (Å):
C (-0.21, 2.24, -1.63)  -1.049
C (-0.56, 0.75, -1.88)  -0.196
C (0.39, -0.14, -1.09)  -1.150
H (-1.13, 2.83, -1.62)  0.288
H (0.42, 2.64, -2.44)  0.285
H (0.47, 2.40, -0.80)  0.296
H (-1.57, 0.59, -1.51)  0.246
H (-0.53, 0.58, -2.96)  0.287
H (0.76, 0.27, -0.16)  0.263
H (0.07, -1.15, -0.87)  0.310
H (1.30, -0.45, -1.62)  0.388
C (-0.55, -1.06, 2.37)  -0.787
C (0.73, -1.63, 1.75)  -0.794
H (-1.38, -1.71, 2.64)  0.324
H (-0.22, -0.60, 3.31)  0.263
H (-1.07, -0.28, 1.80)  0.237
H (1.42, -0.80, 1.65)  0.274
H (0.61, -1.97, 0.72)  0.187
H (1.07, -2.50, 2.32)  0.329

Least stable structure: a)

a) A cluster of 2 separate species, C5H14 in total, computed with ωB97M-V/def2-TZVPD.

Summary:
Structure (SMILES) ... CCC.CC
Highest occupied orbital energy ... -10.898 eV
Charge ... 0
Frontier orbital gap ... 12.027 eV

Last column: Mulliken charge in e.
Geometry (Å):
C (1.02, 0.33, -0.30)  -0.900
C (0.87, 1.19, -1.55)  -0.295
C (2.07, 2.02, -2.03)  -1.101
H (0.12, -0.26, -0.28)  0.087
H (1.16, 0.93, 0.61)  0.349
H (1.97, -0.20, -0.25)  0.372
H (0.42, 0.63, -2.37)  0.355
H (0.05, 1.90, -1.37)  0.212
H (2.77, 2.17, -1.21)  0.307
H (2.65, 1.54, -2.82)  0.273
H (1.70, 2.96, -2.44)  0.320
C (-1.33, -1.15, 1.45)  -0.699
C (-2.35, -2.18, 2.02)  -0.931
H (-0.45, -1.72, 1.20)  0.284
H (-1.69, -0.53, 0.63)  0.304
H (-1.14, -0.41, 2.23)  0.274
H (-3.26, -2.18, 1.42)  0.252
H (-2.71, -1.88, 3.00)  0.268
H (-1.88, -3.16, 2.07)  0.269

b) A cluster of 2 separate species, C5H14 in total, computed with ωB97M-V/def2-TZVPD.

Summary:
Structure (SMILES) ... CCC.CC
Highest occupied orbital energy ... -10.946 eV
Charge ... 0
Frontier orbital gap ... 12.009 eV

Last column: Mulliken charge in e.
Geometry (Å):
C (-1.98, -1.39, 1.13)  -1.578
C (-0.52, -0.89, 1.01)  -0.010
C (0.26, -0.69, 2.27)  -1.142
H (-2.56, -0.94, 1.99)  0.277
H (-2.46, -1.09, 0.15)  0.276
H (-2.28, -2.18, 1.21)  0.741
H (0.04, -1.30, 0.21)  0.477
H (-0.67, 0.14, 0.60)  0.022
H (0.49, -1.55, 2.89)  0.334
H (1.20, -0.09, 2.08)  0.265
H (-0.34, -0.08, 2.92)  0.312
C (1.27, 1.33, -1.33)  -0.418
C (0.90, 1.25, -2.80)  -0.966
H (1.60, 2.28, -0.89)  0.341
H (0.34, 1.05, -0.79)  -0.060
H (2.09, 0.58, -1.05)  0.238
H (0.21, 1.98, -3.12)  0.324
H (1.85, 1.33, -3.36)  0.290
H (0.56, 0.25, -3.10)  0.277

c) A cluster of 2 separate species, C5H14 in total, computed with ωB97M-V/def2-TZVPD.

Summary:
Structure (SMILES) ... CCC.CC
Highest occupied orbital energy ... -11.405 eV
Charge ... 0
Frontier orbital gap ... 12.495 eV

Last column: Mulliken charge in e.
Geometry (Å):
C (1.78, 1.40, -1.28)  -1.267
C (0.67, 1.28, -0.25)  0.232
C (-0.16, 2.56, -0.09)  -1.175
H (1.37, 1.31, -2.29)  0.331
H (2.49, 0.58, -1.18)  0.347
H (2.32, 2.34, -1.26)  0.322
H (-0.01, 0.49, -0.58)  -0.005
H (1.08, 0.98, 0.71)  0.270
H (-0.25, 3.09, -1.04)  0.315
H (-1.16, 2.34, 0.28)  0.326
H (0.32, 3.25, 0.61)  0.302
C (-0.51, -2.99, 0.98)  -0.795
C (-1.71, -2.10, 0.59)  -0.770
H (-0.02, -3.37, 0.08)  0.250
H (0.24, -2.38, 1.49)  0.239
H (-0.79, -3.82, 1.63)  0.303
H (-2.67, -2.62, 0.67)  0.332
H (-1.59, -1.78, -0.44)  0.219
H (-1.78, -1.24, 1.25)  0.225

Least stable structure: b)

a) A structure of composition C5H8N4, computed with ωB97M-V/def2-TZVPD.

Summary:
Highest occupied orbital energy ... -8.821 eV
Charge ... 0
Frontier orbital gap ... 9.068 eV

Last column: Mulliken charge in e.
Geometry (Å):
C (-1.98, 1.42, 0.43)  -0.678
C (1.59, 0.67, 0.23)  -0.270
C (1.67, -0.09, -1.00)  -0.034
C (1.92, -0.65, -2.10)  0.047
C (-0.78, -0.70, 0.29)  0.120
H (-2.51, 0.68, 1.64)  0.202
H (-1.35, 2.79, 1.02)  0.274
H (-3.07, 1.47, -0.54)  0.243
H (2.61, 0.65, 1.00)  0.253
H (2.35, -1.32, -2.90)  0.361
H (0.30, -0.89, 2.21)  0.289
H (0.13, -2.49, 1.58)  0.320
H (-1.30, -0.54, -1.69)  0.342
N (-0.71, 0.77, 0.03)  0.202
N (0.55, 1.12, 0.80)  -0.582
N (0.06, -1.30, 1.28)  -0.393
N (-1.56, -1.20, -0.61)  -0.697

b) The molecule C5H8N4, computed with ωB97M-V/def2-TZVPD.

Summary:
Structure (SMILES) ... C/N=N\C1=CNN2C[C@@H]12
Highest occupied orbital energy ... -8.305 eV
Charge ... 0
Frontier orbital gap ... 8.878 eV

Last column: Mulliken charge in e.
Geometry (Å):
C (2.54, 0.91, -0.08)  -0.704
N (2.50, -0.55, 0.14)  -0.603
N (1.42, -1.13, 0.06)  -0.085
C (0.10, -0.56, -0.10)  0.483
C (-0.97, -1.36, 0.15)  -0.204
N (-2.17, -0.73, 0.02)  -0.274
N (-1.87, 0.64, -0.45)  -0.518
C (-1.30, 1.46, 0.60)  -0.372
C (-0.43, 0.75, -0.37)  -0.411
H (1.74, 1.44, 0.41)  0.302
H (3.49, 1.28, 0.33)  0.309
H (2.45, 1.16, -1.20)  0.266
H (-0.84, -2.40, 0.37)  0.470
H (-2.80, -1.18, -0.62)  0.267
H (-1.47, 0.97, 1.54)  0.277
H (-1.43, 2.54, 0.54)  0.283
H (0.07, 1.43, -1.04)  0.515

Least stable structure: a)

a) The molecule C5H6N2S, computed with ωB97M-V/def2-TZVPD.

Summary:
Structure (SMILES) ... C=CN/C=C\SC#N
Highest occupied orbital energy ... -8.809 eV
Charge ... 0
Frontier orbital gap ... 9.143 eV

Last column: Mulliken charge in e.
Geometry (Å):
C (2.04, 0.45, 1.49)  -0.923
C (0.73, 0.52, 1.56)  0.256
N (-0.18, 0.01, 0.64)  -0.130
C (0.25, -0.51, -0.53)  0.251
C (-0.49, -1.18, -1.43)  -0.694
S (-2.36, -1.13, -1.32)  -0.140
C (-2.72, 0.50, -1.80)  0.350
N (-2.89, 1.51, -2.36)  -0.408
H (2.59, 0.69, 2.39)  0.215
H (2.62, 0.11, 0.62)  0.286
H (0.32, 0.74, 2.67)  0.198
H (-1.06, -0.18, 1.00)  0.236
H (1.31, -0.28, -0.49)  0.128
H (-0.15, -1.25, -2.45)  0.376

b) A structure of composition C5H6N2S, computed with ωB97M-V/def2-TZVPD.

Summary:
Highest occupied orbital energy ... -8.020 eV
Charge ... 0
Frontier orbital gap ... 8.831 eV

Last column: Mulliken charge in e.
Geometry (Å):
C (1.91, -1.33, -0.05)  -1.195
C (0.78, -0.38, 0.02)  0.309
C (-1.04, 0.95, -0.13)  -0.129
C (-2.55, 0.71, 0.04)  -0.307
C (-0.61, -0.42, -0.07)  0.473
H (2.34, -1.35, 1.02)  0.271
H (1.67, -2.41, -0.28)  0.278
H (2.76, -1.01, -0.70)  0.306
H (2.00, 1.49, -0.01)  0.253
H (-2.88, 0.77, 1.08)  0.245
H (-3.18, 1.22, -0.69)  0.324
N (1.05, 1.02, -0.07)  0.330
N (-0.02, 1.83, -0.07)  -0.917
S (-2.23, -1.09, -0.09)  -0.241

Least stable structure: a)